Version A
46
Properties=species:S:1:pos:R:3:mulliken_charge:R:1 method="wB97M-V/def2-TZVPD" multiplicity=1 homo_lumo_gap_ev=8.6 lumo_energy_ev=-0.07
C 3.1759 -5.5379 0.6507 -0.6718
O 1.8790 -4.9876 0.4185 -0.3889
C 1.7467 -3.6709 0.6373 0.5574
C 0.4415 -3.1204 0.4046 -0.5628
C 0.2365 -1.8102 0.6082 -0.0404
C 1.3427 -0.9761 1.0439 0.5239
N 1.3797 0.3126 1.2277 -0.6052
C 0.2071 1.0432 1.2276 0.4274
O -0.8844 0.6256 1.5781 -0.6492
C 0.3994 2.4794 0.7889 -0.9220
C 0.8982 2.5517 -0.6418 0.1183
C -0.0401 2.0649 -1.7638 -0.7129
N 0.3947 3.2080 -2.5841 0.0258
C -0.6202 3.8622 -3.3746 -1.2762
C -0.0718 5.0334 -4.1537 0.4125
C 1.2949 5.1704 -4.3691 -0.4079
C 1.8046 6.2397 -5.0852 -0.8903
C 0.9277 7.1752 -5.5895 0.6954
F 1.4376 8.2171 -6.2839 -0.3517
C -0.4466 7.0995 -5.4261 0.1398
C -1.3665 8.1347 -6.0027 -1.6458
C -0.9078 6.0030 -4.6993 0.5972
Cl -2.6333 5.8406 -4.4979 -0.2412
C 0.8647 3.9068 -1.3716 -0.9350
N 2.5063 -1.6512 1.2225 0.1607
N 2.7486 -2.9656 1.0271 -0.9076
H 3.0871 -6.5962 0.4275 0.2462
H 3.9131 -5.0693 -0.0008 0.3020
H 3.4749 -5.3885 1.6879 0.3012
H -0.3454 -3.7829 0.0709 0.4305
H -0.7247 -1.3439 0.4669 0.5023
H -0.5566 2.9927 0.8927 0.4563
H 1.1264 2.9484 1.4571 0.3512
H 1.8779 2.0835 -0.7266 0.3297
H 0.1346 1.0830 -2.2074 0.3407
H -1.0939 2.1435 -1.4577 0.3504
H -1.0389 3.1270 -4.0703 0.4137
H -1.4562 4.2054 -2.7449 0.5355
H 1.9531 4.4139 -3.9644 0.5100
H 2.8656 6.3566 -5.2572 0.4187
H -1.9618 8.6004 -5.2167 0.3522
H -0.8027 8.9064 -6.5186 0.3633
H -2.0640 7.6796 -6.7068 0.3428
H 0.0943 4.5713 -0.9526 0.2915
H 1.7953 4.4651 -1.4822 0.3952
H 3.3064 -1.1107 1.5131 0.3172

***

Version B
46
Properties=species:S:1:pos:R:3:mulliken_charge:R:1 method="wB97M-V/def2-TZVPD" multiplicity=1 homo_lumo_gap_ev=8.6 lumo_energy_ev=0.06
C 4.3577 -5.1445 2.6849 -0.6667
O 3.1277 -5.2454 1.9682 -0.3883
C 2.4648 -4.0942 1.7689 0.5669
C 1.2303 -4.2029 1.0358 -0.6946
C 0.5145 -3.0959 0.8035 0.0108
C 0.9862 -1.8126 1.3053 0.5842
N 0.4015 -0.6681 1.2175 -0.5564
C -0.7870 -0.5458 0.5128 0.4190
O -0.9056 -0.8040 -0.6686 -0.5656
C -1.9198 0.0488 1.3216 -1.0755
C -3.1753 0.2658 0.5131 0.3805
C -3.9385 -0.9641 -0.0073 -0.7969
N -5.2037 -0.2935 0.3471 0.0291
C -6.2490 -1.1146 0.9243 -1.3329
C -7.4026 -0.2486 1.3646 0.0726
C -8.1022 0.4600 0.3901 -0.3434
C -9.1505 1.2957 0.7171 -0.8362
C -9.4973 1.4216 2.0477 0.7977
F -10.5264 2.2407 2.3579 -0.3491
C -8.8482 0.7576 3.0731 0.1967
C -9.2602 0.9337 4.5051 -1.7037
C -7.7930 -0.0750 2.6868 0.8582
Cl -6.9493 -0.9143 3.9666 -0.2427
C -4.4765 0.6065 1.2643 -0.6938
N 2.1846 -1.8794 1.9540 0.1136
N 2.9276 -2.9826 2.2108 -0.8483
H 4.7441 -6.1568 2.7454 0.2423
H 5.0575 -4.4981 2.1555 0.3004
H 4.1880 -4.7388 3.6821 0.2991
H 0.9227 -5.1793 0.6877 0.4273
H -0.4065 -3.1107 0.2400 0.4365
H -2.1086 -0.6223 2.1674 0.2950
H -1.5559 0.9805 1.7635 0.3464
H -2.9923 0.9674 -0.2996 0.3347
H -3.8268 -1.2383 -1.0549 0.2960
H -3.7459 -1.8464 0.6244 0.3165
H -6.5969 -1.8098 0.1549 0.4114
H -5.8736 -1.7155 1.7629 0.5185
H -7.7938 0.3522 -0.6419 0.4351
H -9.7004 1.8486 -0.0316 0.4188
H -8.4335 1.3269 5.0977 0.3480
H -10.1012 1.6167 4.5820 0.3570
H -9.5436 -0.0234 4.9441 0.3629
H -4.4571 0.2229 2.2954 0.2847
H -4.8237 1.6404 1.2717 0.3336
H 2.5621 -1.0212 2.3216 0.3006

***

Tell me which of them is the least stable. Sure, it is version B.

***

Version A
19
Properties=species:S:1:pos:R:3:mulliken_charge:R:1 method="wB97M-V/def2-TZVPD" total_charge=+1 multiplicity=1 homo_lumo_gap_ev="6.8 / 6.8" lumo_energy_ev="-5.95 / -5.95"
C -0.9753 -0.7795 -0.0332 0.5811
C -1.8106 1.4573 0.2353 -1.0907
C 1.6188 1.3055 -0.6197 -0.3044
N -2.1503 -1.3688 0.2811 -0.4021
N -0.7901 0.4948 -0.0425 -0.2039
N 0.0766 -1.6101 -0.3178 -0.3987
O 3.0986 -0.8013 -0.1548 -0.4665
P 2.3086 0.3681 0.6353 0.3346
H -2.2404 1.3174 1.2344 0.3830
H -1.3645 2.4480 0.2010 0.2166
H -2.6110 1.4157 -0.5079 0.4007
H 1.4260 0.9198 -1.6053 0.3656
H 1.2160 2.2764 -0.3923 0.2940
H -2.9099 -0.8160 0.6392 0.2097
H -2.2073 -2.3643 0.4064 0.1881
H -0.1510 -2.5855 -0.4409 0.2223
H 0.7415 -1.2638 -0.9925 0.1866
H 3.3641 -1.5762 0.3545 0.3488
H 3.3604 1.1624 1.1198 0.1353

***

Version B
19
Properties=species:S:1:pos:R:3:mulliken_charge:R:1 method="wB97M-V/def2-TZVPD" total_charge=+1 multiplicity=1 homo_lumo_gap_ev=9.7 lumo_energy_ev=-4.05
C -0.3741 0.3901 1.2107 0.6637
C -0.4611 -1.8648 0.3496 -1.1209
C 1.4054 -0.2715 -1.1624 -0.4886
N -1.2842 0.0668 2.2408 -0.5883
N 0.0802 -0.5456 0.3758 -0.2081
N -0.1108 1.7385 1.1270 -0.3849
O 0.1079 1.5114 -2.5205 -0.4982
P 0.2932 -0.1342 -2.5692 0.2018
H -0.1981 -2.2096 -0.6190 0.3883
H 0.1828 -2.6042 0.9545 0.2902
H -1.6194 -1.7774 0.5919 0.4781
H 1.9200 0.6996 -0.8060 0.3763
H 1.8165 -1.2829 -1.1392 0.4135
H -1.1549 -0.9001 2.6023 0.3011
H -1.1635 0.7906 3.0613 0.2730
H -0.4707 2.2532 2.0074 0.2061
H 0.3498 2.2015 0.2861 0.2456
H -0.8100 1.7831 -2.5079 0.3375
H 1.4911 0.1553 -3.4833 0.1138

***

Tell me which of them is the least stable. Sure, it is version B.

***

Version A
79
Properties=species:S:1:pos:R:3:mulliken_spin:R:1 method="wB97M-V/def2-TZVPD" s2=2.034 total_charge=-1 multiplicity=3 homo_lumo_gap_ev="6.2 / 6.5" lumo_energy_ev="1.15 / 1.41"
W -0.7558 0.9438 1.3886 0.9986
C 1.4860 -2.2993 0.8368 0.0073
C 0.4301 -2.1770 1.8684 -0.0063
N -0.3214 -1.1142 2.1099 0.0053
C -1.1193 -1.4151 3.1850 -0.0163
C -0.8568 -2.6785 3.6071 -0.0113
N 0.1267 -3.1348 2.7662 0.0062
C -1.3657 -3.5441 4.6968 0.0001
O -2.2945 -3.0313 5.4751 -0.0002
O -0.9180 -4.6591 4.8263 0.0000
C -2.0898 -0.3970 3.6319 0.0259
O -2.8197 -0.5921 4.5902 0.0021
O -2.1223 0.6457 2.8613 0.0010
H 1.9632 -1.3320 0.6945 -0.0030
H 1.0597 -2.6037 -0.1186 0.0020
H 2.2332 -3.0312 1.1411 0.0013
H 0.5306 -4.0558 2.8453 -0.0001
H -2.5405 -2.0982 5.2073 0.0002
O 1.0437 1.3648 1.5928 0.0047
N 0.3691 1.7107 2.8723 -0.0313
N -0.1997 2.9352 2.6865 -0.0071
O -1.0426 2.8472 1.6039 -0.0449
C -0.1741 4.0321 3.5284 0.0141
C 0.7436 4.0710 4.5779 -0.0137
C 0.7705 5.1786 5.4065 0.0075
C -0.0981 6.2436 5.2037 -0.0120
C -1.0100 6.1840 4.1590 0.0066
C -1.0606 5.0852 3.3174 -0.0126
H 1.4181 3.2397 4.7272 0.0003
H 1.4839 5.2089 6.2205 0.0004
H -0.0631 7.1092 5.8518 -0.0007
H -1.6978 7.0035 3.9930 0.0003
H -1.7699 5.0281 2.5048 -0.0007
Cl -2.7386 0.5882 -0.3755 0.0940
S 0.5545 2.3835 -1.0620 -0.0034
C 2.2082 2.1812 -0.9228 0.0054
N 3.3586 2.0230 -0.8321 -0.0027
C 5.8235 0.3367 -3.1502 0.0001
C 4.5866 -0.0960 -3.8935 0.0004
C 4.5030 0.1047 -5.2685 -0.0007
C 3.3564 -0.2387 -5.9619 0.0003
C 2.2713 -0.7841 -5.2952 0.0000
C 2.3472 -0.9942 -3.9224 0.0040
N 1.2736 -1.4976 -3.1493 -0.0080
C 0.0110 -1.8133 -3.6045 0.0064
C -0.1866 -2.6367 -4.7218 0.0010
C -1.4579 -2.9024 -5.1898 -0.0033
C -2.5840 -2.3753 -4.5570 0.0026
C -2.4065 -1.6272 -3.4130 0.0482
C -1.1322 -1.3555 -2.9150 0.1923
C -1.0404 -0.6731 -1.6318 0.4639
O -2.3544 1.9498 -1.0434 0.0367
O -0.1107 -0.5401 -0.8864 0.2121
C 3.5126 -0.6701 -3.2146 -0.0051
C 3.5642 -0.9310 -1.7366 0.0038
H 6.5282 0.8098 -3.8331 0.0000
H 6.3291 -0.5103 -2.6813 0.0000
H 5.5669 1.0522 -2.3655 -0.0001
H 5.3410 0.5504 -5.7909 0.0000
H 3.2898 -0.0577 -7.0274 0.0000
H 1.3613 -0.9877 -5.8384 0.0003
H 1.2721 -1.0970 -2.2206 0.0097
H 0.6775 -3.0799 -5.1966 0.0032
H -1.5773 -3.5467 -6.0520 0.0001
H -3.5771 -2.5691 -4.9374 0.0000
H -3.2708 -1.2516 -2.8794 0.0108
H 3.2501 -1.9560 -1.5202 -0.0007
H 2.9223 -0.2336 -1.1926 0.0011
H 4.5648 -0.7916 -1.3386 -0.0002
N -3.2947 -1.1911 0.5230 0.0042
C -4.5350 -1.4759 1.1923 0.0058
C -5.4917 -0.3577 1.6085 0.0002
O -6.5265 -0.6575 2.1458 0.0003
O -5.2482 0.9457 1.3714 0.0010
H -2.6661 -1.9709 0.4625 -0.0051
H -4.4155 1.1388 0.9108 0.0033
H -3.6371 0.2549 -1.2270 -0.0062
H -4.3549 -1.9800 2.1536 -0.0007
H -5.2063 -2.1374 0.6214 0.0014

***

Version B
79
Properties=species:S:1:pos:R:3:mulliken_spin:R:1 method="wB97M-V/def2-TZVPD" s2=2.014 total_charge=-1 multiplicity=3 homo_lumo_gap_ev="6.6 / 6.8" lumo_energy_ev="1.97 / 1.90"
W -0.4045 -0.1547 0.9246 1.7195
C -3.7092 0.2428 2.8546 -0.0034
C -3.2353 -1.0753 2.3621 0.0239
N -2.0936 -1.3302 1.7701 0.0439
C -2.0139 -2.6790 1.5353 0.0027
C -3.1667 -3.2666 1.9831 0.0068
N -3.9314 -2.2138 2.4782 0.0042
C -3.6746 -4.6338 2.0210 0.0018
O -5.0645 -4.6839 2.0580 0.0002
O -3.0383 -5.6345 2.0776 0.0003
C -0.7309 -3.1532 0.9414 0.0242
O -0.5328 -4.3139 0.6952 0.0196
O 0.1177 -2.1633 0.8157 -0.0017
H -2.8734 0.7799 3.3003 0.0003
H -4.4768 0.1138 3.6177 0.0005
H -4.1169 0.8356 2.0353 0.0018
H -4.7897 -2.3147 2.9927 0.0004
H -5.4183 -4.0220 1.4509 0.0000
O -0.4659 1.3311 2.3935 -0.0064
N -1.1648 2.4124 2.1844 -0.0015
N -1.8937 2.3328 1.1630 0.0350
O -1.9720 1.2210 0.4567 0.0018
C -2.6382 3.4730 0.7222 -0.0056
C -2.6421 4.6406 1.4708 0.0078
C -3.3754 5.7167 1.0008 -0.0038
C -4.0804 5.6208 -0.1932 0.0070
C -4.0519 4.4447 -0.9262 -0.0035
C -3.3264 3.3524 -0.4743 0.0119
H -2.0720 4.7040 2.3848 0.0000
H -3.3863 6.6385 1.5676 -0.0002
H -4.6448 6.4707 -0.5557 0.0006
H -4.5859 4.3727 -1.8647 -0.0001
H -3.2635 2.4331 -1.0373 -0.0006
Cl -1.3831 -0.9284 -1.2731 0.0202
S 2.0308 -0.1653 1.7365 -0.0322
C 2.3918 -1.6463 2.4455 0.0131
N 2.7379 -2.6049 2.9925 0.0002
C 5.7185 -2.4652 -4.6111 0.0000
C 4.5112 -2.4366 -3.7123 0.0000
C 4.0074 -3.6238 -3.1954 0.0002
C 2.9164 -3.6197 -2.3380 -0.0003
C 2.2928 -2.4274 -2.0256 0.0035
C 2.7752 -1.2309 -2.5549 -0.0030
N 2.1339 -0.0339 -2.1712 0.0024
C 1.4200 0.7805 -3.0213 0.0123
C 1.4255 0.5594 -4.4070 -0.0011
C 0.7479 1.3967 -5.2695 0.0015
C 0.0297 2.4858 -4.7926 0.0002
C -0.0151 2.6953 -3.4272 0.0002
C 0.6498 1.8666 -2.5291 -0.0115
C 0.4016 2.1385 -1.0768 0.0235
O -0.0805 3.1958 -0.7071 0.0085
O 0.6851 1.1518 -0.2589 0.0637
C 3.9111 -1.2179 -3.3731 0.0009
C 4.5119 0.0832 -3.8302 0.0003
H 5.9786 -3.4915 -4.8701 0.0000
H 6.5904 -2.0142 -4.1296 0.0000
H 5.5472 -1.9134 -5.5380 0.0000
H 4.4859 -4.5605 -3.4589 0.0000
H 2.5400 -4.5437 -1.9184 -0.0001
H 1.4278 -2.4078 -1.3721 -0.0009
H 1.7964 -0.0148 -1.2189 -0.0113
H 1.9475 -0.3038 -4.7968 -0.0003
H 0.7708 1.1826 -6.3320 0.0001
H -0.5018 3.1414 -5.4698 -0.0001
H -0.5853 3.5141 -3.0075 0.0004
H 4.2246 0.3361 -4.8548 0.0000
H 5.6014 0.0403 -3.7976 0.0000
H 4.1785 0.8992 -3.1911 -0.0003
N 1.4338 0.2145 6.6763 -0.0001
C 1.4226 -0.5934 5.4521 0.0025
C 0.0120 -0.7633 4.9104 0.0093
O -0.9418 -0.1822 5.6450 0.0010
O -0.2143 -1.3522 3.8912 0.0111
H 1.9763 -0.2223 7.4071 0.0000
H -0.4617 0.2064 6.4095 0.0000
H 1.8309 1.1284 6.5064 0.0000
H 1.8291 -1.5916 5.6108 -0.0001
H 2.0074 -0.1595 4.6400 -0.0011

***

Tell me which of them is the least stable. Sure, it is version A.